[1]
20
Properties=species:S:1:pos:R:3:mulliken_charge:R:1 method="wB97M-V/def2-TZVPD" lumo_ev=-2.92 e_tot_ha=-361.67412 homo_energy_ev=-14.3 total_charge=+1 gap_ha=0.4176 relative_energy_ev=2.558 smiles="C[C@@H]1[NH2+]N=C(N)[C@H]1C"
C -1.431 0.355 0.173 0.483
C -0.089 -0.751 0.324 0.109
C 1.001 0.295 -0.306 -0.075
C -0.201 -1.851 -0.663 -1.583
C 2.034 0.706 0.711 -1.802
N -1.176 1.502 -0.326 -0.909
N -2.616 -0.238 0.404 -0.420
N 0.193 1.565 -0.598 0.261
H 0.057 -0.946 1.455 0.419
H 1.313 -0.089 -1.265 0.400
H 0.571 -2.604 -0.581 0.420
H -0.318 -1.570 -1.643 0.463
H -1.113 -2.428 -0.511 0.394
H 1.634 1.350 1.492 0.518
H 2.666 1.396 0.282 0.560
H 2.641 -0.106 0.973 0.389
H -2.473 -1.008 1.094 0.288
H -3.558 0.237 0.633 0.326
H 0.612 2.280 -0.052 0.368
H 0.251 1.906 -1.595 0.390


[2]
20
Properties=species:S:1:pos:R:3:mulliken_charge:R:1 method="wB97M-V/def2-TZVPD" lumo_ev="-3.97 / -3.86" e_tot_ha=-361.51817 homo_energy_ev="-12.7 / -12.8" total_charge=+1 gap_ha="0.3211 / 0.3281" relative_energy_ev=6.801
C 0.965 0.036 2.221 -0.757
C 0.706 0.023 0.959 0.087
C -2.551 -0.528 -0.472 -1.290
C 0.297 1.395 -1.045 -1.107
C -0.968 -0.626 -0.687 -0.150
N 3.068 -1.031 0.592 -0.314
N 2.508 -0.443 -0.249 0.012
N -0.324 0.507 0.055 0.150
H 0.311 0.423 3.015 0.307
H 1.932 -0.594 2.428 0.243
H -2.800 -0.216 0.489 0.408
H -2.994 0.297 -1.052 0.353
H -3.045 -1.345 -0.895 0.402
H -0.440 1.441 -1.759 0.515
H 0.695 2.278 -0.558 0.363
H 1.099 0.901 -1.537 0.452
H -0.742 -0.472 -1.831 0.299
H -0.744 -1.764 -0.532 0.318
H 4.018 -1.403 0.324 0.298
H -0.992 1.121 0.536 0.413


[3]
20
Properties=species:S:1:pos:R:3:mulliken_charge:R:1 method="wB97M-V/def2-TZVPD" lumo_ev=-3.17 e_tot_ha=-361.63694 homo_energy_ev=-13.0 total_charge=+1 gap_ha=0.3614 relative_energy_ev=3.570
C -2.849 0.879 0.244 -0.970
C -1.522 0.733 0.492 -0.330
C -0.512 -1.850 -0.038 0.414
C 0.519 1.649 -0.431 -1.717
C -0.417 0.359 -0.473 0.485
N -1.082 -2.847 -0.131 -0.205
N 0.248 -0.896 -0.065 -0.463
N 2.866 -0.721 0.352 -0.527
H -3.639 1.075 0.937 0.302
H -3.383 0.890 -0.622 0.306
H -1.045 0.967 1.395 0.420
H -0.035 2.617 -0.530 0.349
H 1.309 1.617 -1.217 0.387
H 1.163 1.609 0.375 0.472
H -0.916 0.399 -1.397 0.403
H -1.701 -3.636 -0.213 0.291
H 1.722 -1.127 0.298 0.392
H 3.477 -0.931 1.124 0.341
H 2.585 0.284 0.426 0.291
H 3.212 -1.068 -0.528 0.360